(1)
The following is a quantum chemistry calculation of 3 unconnected molecules or ions with the total composition C2H7OS2 in a non-equilibrium geometry, from the OMol25 dataset.

The frontier orbital gap (spin up / spin down) comes out at 9.305 / 7.421 eV. The calculation puts the energy above the lowest of the compared OMol25 structures with the same formula, charge and spin at 64.7 kJ/mol. The net charge is 0. Its HOMO energy (spin up / spin down) is -8.94 / -9.45 eV. Its expectation value of S² is 0.754. As for the LUMO energy (spin up / spin down): 0.37 / -2.03 eV. The largest force on an atom comes out at 2.528 eV/Å. As for the multiplicity: 2.

```
12
Properties=species:S:1:pos:R:3:forces:R:3:mulliken_charge:R:1
C 0.5363 -2.1201 1.6054 0.849 -1.096 -1.794 0.240
O 1.2785 -2.1718 2.5387 -0.154 -0.618 0.518 -0.403
H 0.2763 -1.1297 1.2097 -0.571 -0.186 -0.037 -0.047
H 7.4272 -1.6586 -2.1088 0.004 0.003 0.001 0.006
H 0.2744 -3.0733 0.9100 0.151 1.703 1.562 0.208
C -0.4265 2.6206 -0.9015 -0.868 1.271 2.006 -0.701
S -0.0576 0.8784 -1.1736 -0.172 -0.485 0.141 0.082
S -1.4546 -0.0648 -0.0915 0.594 0.692 -0.899 -0.213
H -1.4038 2.4505 -0.3736 0.696 1.062 -0.657 0.243
H -0.4824 3.3552 -1.7166 -0.289 -1.040 -0.475 0.309
H 0.2294 3.1983 -0.1871 -0.236 -1.303 -0.364 0.282
H 6.8254 -2.0547 -2.2825 -0.004 -0.003 -0.001 -0.006
```
Forces are in eV/Å.

---

(2)
The following is a quantum chemistry calculation of a single C2H7PS2 molecule in a non-equilibrium geometry, from the OMol25 dataset.

The frontier orbital gap comes out at 8.949 eV. The calculation puts the energy above the lowest of the compared OMol25 structures with the same formula, charge and spin at 84.8 kJ/mol. The net charge is 0. Its HOMO energy is -8.30 eV. As for the LUMO energy: 0.65 eV. The largest force on an atom comes out at 4.917 eV/Å. Its SMILES is CSPSC.

```
12
Properties=species:S:1:pos:R:3:forces:R:3:mulliken_charge:R:1
C -2.1148 0.5168 1.0112 -3.542 -3.410 0.060 -0.808
C 2.5225 0.2415 -0.3352 -3.868 0.132 -1.865 -0.779
P -0.4532 -0.5993 -1.0735 -0.338 0.453 -0.896 0.007
S -2.2107 -1.0897 0.0066 1.021 0.497 0.817 -0.148
S 1.0995 -0.8699 0.3186 1.420 -0.451 0.233 -0.120
H -2.7207 0.3698 1.9257 0.113 0.235 -0.702 0.292
H -2.5243 1.1350 0.2962 -0.763 2.118 -0.798 0.321
H -1.1661 0.6837 1.2761 3.628 0.770 0.808 0.301
H 3.0006 -0.1754 -1.2050 0.227 -0.553 -0.044 0.285
H 3.2093 0.4780 0.4205 0.550 0.403 1.169 0.328
H 1.8778 1.0783 -0.7383 1.310 -0.267 0.706 0.260
H -0.5198 -1.7689 -1.9029 0.243 0.075 0.511 0.062
```
Forces are in eV/Å.

---

(3)
The following is a quantum chemistry calculation of 2 unconnected molecules or ions with the total composition C2H7S2 in a non-equilibrium geometry, from the OMol25 dataset.

The frontier orbital gap comes out at 5.818 eV. The calculation puts the energy above the lowest of the compared OMol25 structures with the same formula, charge and spin at 54.9 kJ/mol. The net charge is -1. Its HOMO energy is -2.60 eV. As for the LUMO energy: 3.22 eV. The largest force on an atom comes out at 1.547 eV/Å.

```
11
Properties=species:S:1:pos:R:3:forces:R:3:mulliken_charge:R:1
S -3.3296 0.8429 1.0654 -0.223 0.054 0.035 -0.856
H -2.7904 -0.2423 1.6378 0.027 -0.099 0.063 -0.054
C -0.3298 0.9142 -0.6700 -0.344 -1.260 0.829 -0.611
S 1.4258 0.7413 -0.2620 0.091 0.460 -0.137 -0.132
C 1.7075 -1.0212 0.0755 0.548 0.547 -0.229 -0.745
H -0.5127 1.9256 -0.9864 0.087 0.331 -0.281 0.281
H -0.6386 0.1788 -1.4096 0.159 0.217 -0.438 0.277
H -1.0029 0.7221 0.1794 0.321 0.295 -0.032 0.083
H 2.1329 -1.1043 1.0740 -0.480 -0.257 0.166 0.244
H 2.5024 -1.3206 -0.6003 -0.008 -0.270 -0.222 0.247
H 0.8354 -1.6366 -0.1038 -0.179 -0.018 0.246 0.267
```
Forces are in eV/Å.

---

(4)
The following is a quantum chemistry calculation of 2 unconnected molecules or ions with the total composition C2H8, from the OMol25 dataset.

The frontier orbital gap comes out at 14.640 eV. The calculation puts the energy above the lowest of the compared OMol25 structures with the same formula, charge and spin at 1.6 kJ/mol. The net charge is 0. Its HOMO energy is -13.35 eV. As for the LUMO energy: 1.29 eV. The largest force on an atom comes out at 0.408 eV/Å. Its SMILES is C.C.

```
10
Properties=species:S:1:pos:R:3:forces:R:3:mulliken_charge:R:1
C -0.1279 3.9335 2.3334 0.003 -0.002 0.003 -0.856
H -0.1029 4.8054 1.6632 -0.010 -0.323 0.248 0.214
H -0.8388 3.1905 1.9429 0.262 0.276 0.143 0.214
H -0.4445 4.2516 3.3377 0.116 -0.116 -0.372 0.214
H 0.8754 3.4860 2.3904 -0.370 0.166 -0.022 0.214
C 0.1278 -3.9335 -2.3334 -0.002 0.002 -0.003 -0.856
H -0.1280 -4.4939 -1.4221 0.096 0.207 -0.338 0.214
H 1.0596 -4.3327 -2.7605 -0.344 0.147 0.160 0.214
H 0.2644 -2.8708 -2.0844 -0.050 -0.393 -0.090 0.214
H -0.6851 -4.0361 -3.0673 0.300 0.037 0.271 0.214
```
Forces are in eV/Å.

---

(5)
The following is a quantum chemistry calculation of a single C2H8BN molecule in a non-equilibrium geometry, from the OMol25 dataset.

The frontier orbital gap comes out at 10.987 eV. The calculation puts the energy above the lowest of the compared OMol25 structures with the same formula, charge and spin at 73.4 kJ/mol. The net charge is 0. Its HOMO energy is -10.25 eV. As for the LUMO energy: 0.74 eV. The largest force on an atom comes out at 4.720 eV/Å. Its SMILES is CCBN.

```
12
Properties=species:S:1:pos:R:3:forces:R:3:mulliken_charge:R:1
B 0.1919 1.1049 0.0452 0.396 -0.696 1.098 0.076
C -0.5864 -1.4226 0.3976 3.236 -0.034 1.743 -0.910
C 0.6408 -0.3267 0.6592 -0.544 -0.947 -1.135 -0.531
N -0.1268 1.4366 -1.2456 0.779 0.742 -4.595 -0.347
H -0.0258 2.0222 0.7061 -0.188 0.710 1.338 -0.121
H -1.0724 -1.3789 -0.5439 -0.180 0.313 -0.974 0.324
H -0.0108 -2.4111 0.4758 -1.504 1.074 0.132 0.276
H -1.3237 -1.2527 1.1899 0.157 -0.484 -0.165 0.265
H 0.7899 -0.2689 1.7533 -0.235 0.091 -0.506 0.266
H 1.6200 -0.7995 0.2894 -1.413 0.861 0.091 0.253
H -0.3478 2.3984 -1.6602 0.328 -1.906 1.667 0.224
H 0.2511 0.8983 -2.0668 -0.833 0.276 1.307 0.223
```
Forces are in eV/Å.

---

(6)
The following is a quantum chemistry calculation of 2 unconnected molecules or ions with the total composition C2H8BNO2 in a non-equilibrium geometry, from the OMol25 dataset.

The frontier orbital gap comes out at 10.664 eV. The calculation puts the energy above the lowest of the compared OMol25 structures with the same formula, charge and spin at 103.7 kJ/mol. The net charge is 0. Its HOMO energy is -10.16 eV. As for the LUMO energy: 0.50 eV. The largest force on an atom comes out at 4.417 eV/Å. Its SMILES is O=BO.CNC.

```
14
Properties=species:S:1:pos:R:3:forces:R:3:mulliken_charge:R:1
B -1.7707 -1.0501 1.7545 -0.253 0.177 -1.057 0.573
C 0.7223 -0.6321 -1.3607 -2.283 0.005 3.782 -0.802
C 0.7570 1.1682 0.4335 -0.127 1.986 -1.944 -0.880
N 0.0046 0.5275 -0.6681 0.270 -1.066 -0.962 -0.429
O -2.0135 -0.5196 0.6018 0.556 0.270 -1.436 -0.559
O -1.5294 -1.6045 2.7865 0.431 -0.868 2.086 -0.511
H 1.0682 -1.2367 -0.4500 -0.369 0.351 -1.630 0.288
H -0.0494 -1.1542 -1.9212 0.191 -0.293 0.000 0.285
H 1.5276 -0.4135 -1.9639 1.853 0.878 -1.287 0.344
H 1.0176 0.5271 1.2260 -0.155 -1.295 0.870 0.331
H 1.7338 1.5667 0.0692 -0.655 0.086 0.196 0.335
H 0.1248 1.9921 0.8352 0.599 -0.517 -0.235 0.302
H -1.1505 -0.3558 0.0047 -0.957 0.936 0.605 0.467
H -0.4424 1.1850 -1.3474 0.897 -0.650 1.012 0.255
```
Forces are in eV/Å.

---

(7)
The following is a quantum chemistry calculation of 3 unconnected molecules or ions with the total composition C2H8BrO2 in a non-equilibrium geometry, from the OMol25 dataset.

The frontier orbital gap comes out at 8.177 eV. The calculation puts the energy above the lowest of the compared OMol25 structures with the same formula, charge and spin at 39.1 kJ/mol. The net charge is -1. Its HOMO energy is -4.25 eV. As for the LUMO energy: 3.92 eV. The largest force on an atom comes out at 1.735 eV/Å.

```
13
Properties=species:S:1:pos:R:3:forces:R:3:mulliken_charge:R:1
Br -0.0627 1.0755 2.2990 -0.179 0.036 -0.201 -0.848
C 2.7869 0.8671 -0.3848 0.095 -0.417 -1.681 -0.534
O 1.9098 -0.1652 -0.0770 -0.262 -0.212 0.614 -0.393
H 2.2532 1.6102 -0.9775 0.096 0.460 -0.052 0.246
H 3.3150 1.3803 0.4188 0.001 -0.316 0.358 0.233
H 3.4401 0.3376 -1.0784 0.885 0.652 0.034 0.211
H 1.1637 0.2763 0.3353 -0.718 -0.283 0.801 0.165
C -2.7041 -1.1626 -0.0942 0.303 0.237 -1.156 -0.522
O -1.8044 -0.1384 -0.5351 -0.585 -0.771 0.201 -0.451
H -2.4474 -1.7644 0.7776 0.505 0.454 0.249 0.245
H -3.7152 -0.7760 0.0336 -0.136 0.117 0.136 0.238
H -2.7141 -1.8535 -0.9373 -0.284 -0.207 -0.008 0.210
H -1.4207 0.3132 0.2201 0.278 0.249 0.706 0.200
```
Forces are in eV/Å.

---

(8)
The following is a quantum chemistry calculation of 2 unconnected molecules or ions with the total composition C2H8Cl4N3P2 in a non-equilibrium geometry, from the OMol25 dataset.

The frontier orbital gap (spin up / spin down) comes out at 9.603 / 6.308 eV. The net charge is +1. Its HOMO energy (spin up / spin down) is -12.32 / -13.54 eV. Its expectation value of S² is 2.007. As for the LUMO energy (spin up / spin down): -2.72 / -7.23 eV. The largest force on an atom comes out at 6.908 eV/Å. As for the multiplicity: 3.

```
19
Properties=species:S:1:pos:R:3:forces:R:3:mulliken_charge:R:1
C -1.7427 1.9077 1.0043 -1.966 -3.195 -3.389 -0.920
C -0.4713 -1.8533 -1.4808 0.122 -1.055 -0.330 -0.589
N 0.5460 -0.0140 0.7221 0.726 1.250 -0.842 -0.164
N -0.7281 2.0069 -0.0370 0.936 -0.552 0.177 -0.192
N 0.1545 -2.4335 -0.2774 -0.363 -2.533 -0.094 -0.239
P 0.7724 1.5725 0.3310 -2.183 -5.968 2.708 0.808
P 1.1861 -1.4589 0.5806 -0.766 0.605 -0.492 0.325
Cl 1.5326 2.3105 1.9381 0.477 1.269 1.121 -0.131
Cl 2.0286 1.7668 -1.0303 1.682 1.001 -2.582 -0.095
Cl 1.1812 -2.3616 2.3114 0.350 -0.628 1.293 -0.187
Cl 3.8988 -1.0444 -1.7199 0.018 -0.032 -0.033 0.012
H -1.7598 0.8621 1.3378 -0.026 0.376 0.047 0.303
H -1.5233 2.5212 1.7437 0.667 2.874 3.664 0.435
H -2.7330 2.1244 0.5573 0.646 0.012 0.286 0.320
H 0.4325 -1.3232 -1.9145 -1.796 -0.532 -0.949 0.239
H -1.0420 -2.7235 -2.0767 1.782 2.261 0.992 0.322
H -1.2142 -1.1349 -1.1139 0.129 -0.014 -0.464 0.179
H -0.7149 2.7879 -0.6013 -0.699 2.278 -1.500 0.271
H 0.1967 -3.5127 -0.2747 0.267 2.583 0.385 0.303
```
Forces are in eV/Å.

---

(9)
The following is a quantum chemistry calculation of 3 unconnected molecules or ions with the total composition C2H8ClO2 in a non-equilibrium geometry, from the OMol25 dataset.

The frontier orbital gap comes out at 7.611 eV. The calculation puts the energy above the lowest of the compared OMol25 structures with the same formula, charge and spin at 42.5 kJ/mol. The net charge is -1. Its HOMO energy is -4.08 eV. As for the LUMO energy: 3.53 eV. The largest force on an atom comes out at 2.307 eV/Å.

```
13
Properties=species:S:1:pos:R:3:forces:R:3:mulliken_charge:R:1
Cl 1.9725 -0.9178 -0.6348 -0.168 -0.025 -0.128 -0.881
C -1.3060 0.0831 -2.6362 0.724 -0.335 -0.417 -0.503
O -0.4623 -1.0523 -2.7551 -1.072 0.362 -0.309 -0.406
H -1.8458 0.1443 -1.6913 -0.321 -0.326 0.068 0.216
H -0.7344 1.0096 -2.6902 0.170 0.196 -0.164 0.228
H -1.9685 0.0340 -3.5004 -0.320 0.178 0.204 0.219
H 0.1800 -1.0025 -2.0434 1.003 -0.131 0.665 0.162
C 0.7424 -0.0221 2.4778 -2.023 -1.086 -0.223 -0.443
O 1.2073 1.1951 2.9432 1.663 1.193 0.695 -0.509
H 0.0376 0.1881 1.6733 0.125 -0.494 -0.397 0.188
H 1.4589 -0.7726 2.1439 0.569 0.905 -0.215 0.209
H 0.1739 -0.5413 3.2493 -0.253 -0.118 0.398 0.236
H 0.5445 1.6545 3.4640 -0.097 -0.320 -0.177 0.283
```
Forces are in eV/Å.

---

(10)
The following is a quantum chemistry calculation of a molecular structure, C2H8IN4 in a non-equilibrium geometry, from the OMol25 dataset.

The frontier orbital gap comes out at 9.215 eV. The calculation puts the energy above the lowest of the compared OMol25 structures with the same formula, charge and spin at 163.7 kJ/mol. The net charge is +1. Its HOMO energy is -13.38 eV. As for the LUMO energy: -4.17 eV. The largest force on an atom comes out at 4.925 eV/Å.

```
15
Properties=species:S:1:pos:R:3:forces:R:3:mulliken_charge:R:1
C -2.7210 -1.2872 -1.6697 0.302 -1.921 4.524 -1.018
C -1.9752 -0.7625 -0.4218 -1.162 -1.669 -0.029 0.140
N 2.0927 0.5336 1.2934 1.520 -1.422 1.788 0.389
N 2.6476 1.4832 0.7042 0.819 -0.699 1.628 -0.541
N -0.8021 -0.3155 -0.4657 1.255 1.947 -3.743 -0.307
N 1.0162 -0.1046 1.0302 -0.476 -0.628 0.119 -0.492
I 1.9717 1.9919 -1.0433 -0.807 0.684 -1.491 0.271
H -2.2602 -2.2951 -1.5681 -0.067 0.243 -1.145 0.286
H -3.7731 -1.5352 -1.5413 -0.046 0.697 0.126 0.330
H -2.4907 -0.7343 -2.4935 0.656 1.109 -2.427 0.372
H -2.2752 -1.0977 0.6108 -0.316 0.677 -1.060 0.315
H 2.6492 0.0957 2.0883 -0.478 1.217 -0.811 0.295
H -0.3180 -0.0624 -1.4344 -1.921 -0.875 2.026 0.157
H 0.0895 0.0623 0.2723 -0.357 -0.393 0.301 0.579
H 0.7888 -0.9886 1.5236 1.077 1.033 0.195 0.225
```
Forces are in eV/Å.